{"formula": "C18H26N3S", "method": "ωB97M-V/def2-TZVPD", "homo_lumo_gap_ev": 8.989, "spin_multiplicity": 1, "homo_ha": -0.42174, "max_force_ha_per_bohr": 0.0661, "e_above_lowest_kcal_mol": 28.87, "charge": 1, "mol_weight_da": 316.49, "elements": ["C", "C", "N", "C", "N", "C", "C", "C", "C", "S", "H", "H", "H", "H", "H", "H", "H", "H", "H", "H", "H", "H", "C", "C", "C", "N", "C", "C", "C", "C", "C", "C", "C", "C", "H", "H", "H", "H", "H", "H", "H", "H", "H", "H", "H", "H", "H", "H"], "xyz": [[-1.94116, -2.61849, 0.84217], [-1.77082, -1.23549, 0.24566], [-0.33813, -0.81191, 0.10458], [0.60330, -1.83800, 0.01590], [0.31013, -3.12159, 0.25508], [-1.02574, -3.57722, 0.15634], [1.24781, -4.21139, 0.06333], [2.51228, -3.97237, 0.83328], [3.19590, -2.81072, 0.15178], [2.23089, -1.37863, -0.42593], [-1.78512, -2.62705, 1.92745], [-2.96834, -2.89515, 0.58699], [-2.10300, -1.29476, -0.81980], [-2.35391, -0.45720, 0.78228], [-1.06407, -4.50663, 0.69916], [-1.32871, -3.81398, -0.86814], [0.72422, -5.08309, 0.45205], [1.41712, -4.33086, -0.99916], [2.34381, -3.83124, 1.91512], [3.12451, -4.87609, 0.72181], [3.94460, -2.39010, 0.82863], [3.64030, -3.22591, -0.76760], [0.10387, 3.37314, -2.84402], [0.41743, 2.02089, -3.47896], [0.39419, 0.97947, -2.34442], [-0.29543, 1.60076, -1.20853], [-0.12536, 0.95918, 0.04922], [-0.76852, 1.78643, 1.15549], [-1.87506, 2.68352, 1.06653], [-2.06240, 3.65280, 2.06834], [-1.22563, 3.77344, 3.16382], [-0.11652, 2.93279, 3.20702], [0.11923, 1.96599, 2.21236], [-0.39488, 3.10106, -1.41872], [1.04128, 3.94661, -2.78829], [-0.57787, 3.98378, -3.43966], [-0.29695, 1.76479, -4.26026], [1.41600, 2.08604, -3.90779], [-0.15636, 0.06682, -2.58746], [1.44335, 0.71492, -2.11549], [0.98539, 0.65746, 0.28342], [-2.58390, 2.64286, 0.21944], [-2.96715, 4.29063, 2.02852], [-1.43410, 4.44081, 3.96683], [0.54088, 2.96071, 4.06744], [1.03004, 1.36704, 2.25654], [0.21158, 3.74024, -0.75343], [-1.43899, 3.41570, -1.29892]], "atomic_forces_ev_per_a": [[-0.9, 0.7, -0.2], [0.5, 0.4, -1.3], [-0.7, -1.6, 0.0], [-1.5, 3.0, 0.4], [0.6, 0.7, -0.6], [-1.4, -0.4, 0.7], [-0.2, -0.2, 0.7], [-0.2, -0.2, -0.1], [1.2, -0.2, 0.0], [-0.4, -0.2, 0.4], [-0.1, 0.0, -0.2], [0.0, -0.1, 0.5], [-0.3, 0.3, 0.8], [0.6, -0.4, -0.3], [-0.2, -0.4, 0.1], [0.1, 0.3, -0.1], [0.2, -0.1, -0.2], [0.3, -0.3, -0.3], [-0.2, 0.1, -0.5], [0.2, 0.3, 0.1], [0.2, 0.0, -0.4], [0.2, 0.4, 0.4], [0.6, 0.1, 0.2], [-0.2, -0.3, -0.1], [0.3, 0.3, 0.0], [0.2, -0.7, -0.1], [2.9, -0.2, -0.4], [0.7, 0.3, 0.0], [0.2, -0.5, 0.1], [-1.4, -0.2, -0.6], [0.8, -1.3, -0.8], [0.0, -0.6, 0.1], [-0.3, 0.6, 0.9], [-0.5, 0.1, 0.2], [-0.3, -0.1, 0.1], [-0.1, -0.2, 0.2], [0.1, 0.0, 0.0], [-0.1, -0.3, -0.3], [0.2, 0.0, -0.2], [-0.3, 0.0, 0.3], [-1.7, 1.7, -0.2], [0.5, -0.1, 0.7], [0.7, -0.4, -0.2], [-0.1, 0.5, 0.3], [0.1, 0.1, -0.1], [-0.3, 0.1, 0.1], [-0.2, -0.8, 0.3], [0.4, -0.1, -0.1]], "nbo_charge": [-0.427, -0.223, -0.447, 0.367, -0.407, -0.214, -0.206, -0.421, -0.530, 0.333, 0.225, 0.240, 0.199, 0.236, 0.218, 0.206, 0.225, 0.207, 0.230, 0.245, 0.249, 0.236, -0.416, -0.410, -0.212, -0.479, 0.260, -0.121, -0.212, -0.151, -0.189, -0.204, -0.176, -0.200, 0.212, 0.231, 0.219, 0.222, 0.199, 0.179, 0.179, 0.230, 0.220, 0.229, 0.224, 0.216, 0.207, 0.204]}

{"formula": "C18H26N6O4", "method": "ωB97M-V/def2-TZVPD", "homo_lumo_gap_ev": 9.444, "spin_multiplicity": 1, "homo_ha": -0.32832, "max_force_ha_per_bohr": 0.0016, "e_above_lowest_kcal_mol": 10.60, "charge": 0, "mol_weight_da": 390.44, "elements": ["C", "C", "N", "N", "C", "C", "C", "C", "C", "O", "N", "C", "C", "O", "N", "C", "C", "C", "O", "N", "C", "C", "C", "C", "N", "C", "C", "O", "H", "H", "H", "H", "H", "H", "H", "H", "H", "H", "H", "H", "H", "H", "H", "H", "H", "H", "H", "H", "H", "H", "H", "H", "H", "H"], "xyz": [[0.63092, 1.68249, -3.23278], [0.53854, 2.31403, -1.88535], [0.45463, 3.62320, -1.74292], [0.38567, 3.82188, -0.41334], [0.41712, 2.67588, 0.30125], [0.38899, 2.65218, 1.79062], [0.52344, 1.66180, -0.62403], [0.55940, 0.19453, -0.35952], [1.82368, -0.63909, -0.12937], [1.63172, -1.83607, 0.07217], [3.09197, -0.14364, -0.09871], [3.53774, 1.18162, -0.52361], [4.26227, 1.06594, -1.85928], [4.06944, 1.81097, -2.79725], [5.11298, 0.01008, -1.87188], [5.44685, -0.64977, -0.62121], [4.17557, -1.12482, 0.08199], [4.45403, -1.35184, 1.57646], [5.42503, -0.86706, 2.13270], [3.51661, -2.09885, 2.19484], [3.68130, -2.55981, 3.54693], [2.46395, -2.27427, 4.41430], [2.70611, -2.85571, 5.79660], [2.88088, -4.35859, 5.70256], [3.84769, -4.75327, 4.68509], [4.21216, -6.15838, 4.69060], [4.08734, -4.04173, 3.54562], [4.65150, -4.52359, 2.58128], [1.46555, 0.98259, -3.28517], [-0.28495, 1.13836, -3.47552], [0.78989, 2.45054, -3.98586], [0.30488, 4.75910, -0.06197], [0.03787, 1.68444, 2.14697], [1.38251, 2.81939, 2.21238], [-0.27953, 3.41690, 2.18762], [-0.04157, -0.03680, 0.52322], [0.06216, -0.33663, -1.17459], [2.70975, 1.86462, -0.63653], [4.22160, 1.58562, 0.22928], [5.67782, -0.12288, -2.69473], [6.07641, -1.51286, -0.82413], [6.00677, 0.00670, 0.04628], [3.83484, -2.06186, -0.35712], [2.78150, -2.48150, 1.61260], [4.54201, -2.01874, 3.94974], [2.29713, -1.19698, 4.45327], [1.57301, -2.72700, 3.96535], [3.60328, -2.40532, 6.23010], [1.87492, -2.63852, 6.46864], [3.22112, -4.76289, 6.65815], [1.91252, -4.82991, 5.48414], [5.05665, -6.31157, 4.02673], [4.47949, -6.45408, 5.70512], [3.38438, -6.78755, 4.34806]], "atomic_forces_ev_per_a": [[0.0, 0.0, 0.0], [0.0, 0.0, 0.0], [0.0, 0.0, 0.0], [0.0, 0.0, 0.0], [0.0, 0.0, 0.0], [0.0, 0.0, 0.0], [0.0, 0.0, 0.1], [0.0, 0.0, -0.1], [0.0, 0.0, -0.1], [0.0, 0.0, 0.1], [0.0, 0.0, 0.0], [0.0, 0.0, 0.0], [0.0, 0.0, 0.0], [0.0, 0.0, 0.0], [0.0, 0.0, 0.0], [0.0, 0.0, 0.0], [0.0, 0.0, 0.0], [0.0, 0.0, 0.0], [0.0, 0.0, 0.0], [0.0, 0.0, 0.0], [0.0, 0.0, 0.0], [0.0, 0.0, 0.0], [0.0, 0.0, 0.0], [0.0, 0.0, 0.0], [0.0, 0.0, 0.0], [0.0, 0.0, 0.0], [0.0, 0.0, 0.0], [0.0, 0.0, 0.0], [0.0, 0.0, 0.0], [0.0, 0.0, 0.0], [0.0, 0.0, 0.0], [0.0, 0.0, 0.0], [0.0, 0.0, 0.0], [0.0, 0.0, 0.0], [0.0, 0.0, 0.0], [0.0, 0.0, 0.0], [0.0, 0.0, 0.0], [0.0, 0.0, 0.0], [0.0, 0.0, 0.0], [0.0, 0.0, 0.0], [0.0, 0.0, 0.0], [0.0, 0.0, 0.0], [0.0, 0.0, 0.0], [0.0, 0.0, 0.0], [0.0, 0.0, 0.0], [0.0, 0.0, 0.0], [0.0, 0.0, 0.0], [0.0, 0.0, 0.0], [0.0, 0.0, 0.0], [0.0, 0.0, 0.0], [0.0, 0.0, 0.0], [0.0, 0.0, 0.0], [0.0, 0.0, 0.0], [0.0, 0.0, 0.0]], "nbo_charge": [-0.648, 0.165, -0.267, -0.338, 0.166, -0.650, -0.179, -0.514, 0.707, -0.673, -0.416, -0.338, 0.666, -0.602, -0.617, -0.237, -0.144, 0.692, -0.636, -0.610, -0.140, -0.398, -0.407, -0.200, -0.437, -0.412, 0.670, -0.618, 0.226, 0.215, 0.242, 0.404, 0.228, 0.227, 0.224, 0.245, 0.254, 0.270, 0.222, 0.412, 0.230, 0.220, 0.246, 0.437, 0.252, 0.220, 0.201, 0.207, 0.220, 0.202, 0.180, 0.242, 0.195, 0.190]}

{"formula": "C18H26N6O4Sr", "method": "ωB97M-V/def2-TZVPD", "homo_lumo_gap_ev": 5.337, "spin_multiplicity": 1, "homo_ha": -0.21713, "max_force_ha_per_bohr": 0.0467, "e_above_lowest_kcal_mol": 25.19, "charge": 0, "mol_weight_da": 478.06, "elements": ["Sr", "C", "C", "O", "C", "C", "C", "N", "N", "C", "O", "C", "C", "C", "C", "C", "C", "H", "H", "H", "H", "H", "H", "H", "H", "H", "H", "H", "H", "N", "C", "C", "C", "C", "N", "C", "N", "N", "C", "O", "O", "H", "H", "H", "H", "H", "H", "H", "H", "H", "H", "H", "H", "H", "H"], "xyz": [[-0.35386, 0.21138, 0.21125], [-2.86023, -3.45660, -0.13860], [-1.88843, -2.48837, 0.50848], [-2.03016, -1.24553, 0.19745], [-0.92172, -3.01197, 1.34883], [0.18421, -2.32608, 1.99879], [1.27645, -3.17600, 2.58970], [0.26320, -1.03509, 2.01696], [1.48162, -0.48100, 2.47969], [1.63333, 0.78337, 2.17151], [0.81748, 1.55880, 1.53369], [2.96180, 1.36238, 2.57224], [3.85366, 0.67549, 3.39195], [5.07261, 1.24105, 3.72920], [5.42124, 2.49941, 3.24913], [4.53612, 3.18750, 2.43272], [3.31115, 2.62148, 2.10025], [-3.42212, -2.93319, -0.91048], [-3.56788, -3.84600, 0.59601], [-2.34397, -4.31013, -0.57844], [-0.93434, -4.08783, 1.46814], [0.96581, -4.21772, 2.64937], [1.55800, -2.81104, 3.57596], [2.17227, -3.10795, 1.96994], [3.57341, -0.30447, 3.75245], [5.75549, 0.69914, 4.37171], [6.37391, 2.93970, 3.51503], [4.79557, 4.17060, 2.05890], [2.60218, 3.14692, 1.47519], [-0.84517, 1.36295, -2.20861], [-0.16686, 0.14327, -2.69290], [0.11915, 0.01801, -4.22124], [-0.17097, 1.21326, -5.13516], [0.76044, 2.43407, -4.99329], [2.03954, 2.10946, -4.38120], [3.09513, 1.64998, -5.01891], [4.07095, 1.08091, -4.30658], [3.22606, 1.74421, -6.35318], [1.15829, 0.02421, -1.87270], [1.99233, 0.95480, -2.04018], [1.24621, -0.89751, -1.04896], [-1.72335, 1.54553, -2.67793], [-0.24379, 2.17574, -2.28651], [-0.79580, -0.70093, -2.39705], [-0.47214, -0.81652, -4.60132], [1.16158, -0.28433, -4.35560], [-1.19458, 1.56553, -4.98608], [-0.13388, 0.85115, -6.16447], [0.30325, 3.19310, -4.35890], [0.91381, 2.92565, -5.95540], [1.97114, 1.76436, -3.40138], [3.85702, 0.80088, -3.35129], [4.83088, 0.61893, -4.77335], [2.56539, 2.27829, -6.88723], [4.10298, 1.52719, -6.79050]], "atomic_forces_ev_per_a": [[-1.7, 1.6, -0.5], [-0.1, 0.0, 0.0], [0.2, 0.0, 0.2], [-1.0, -1.1, 0.0], [0.2, 0.1, 0.1], [-0.2, -0.2, 0.0], [0.0, -0.1, 0.0], [0.7, -0.2, 1.1], [-0.2, -0.2, 0.0], [0.1, -0.2, 0.3], [0.8, 0.5, 1.0], [-0.1, 0.1, 0.0], [0.0, 0.0, 0.0], [0.0, 0.0, 0.0], [0.0, 0.0, 0.0], [0.0, 0.0, 0.0], [0.1, 0.1, 0.0], [0.0, 0.0, 0.0], [0.0, 0.0, 0.0], [0.0, 0.0, 0.0], [0.0, 0.0, 0.0], [0.0, 0.0, 0.0], [0.0, 0.0, 0.0], [0.0, 0.0, 0.0], [0.0, 0.0, 0.0], [0.0, 0.0, 0.0], [0.0, 0.0, 0.0], [0.0, 0.0, 0.0], [0.0, 0.0, 0.0], [0.2, 0.0, -0.3], [0.1, 0.1, -0.1], [0.0, 0.0, 0.0], [-0.1, 0.1, 0.0], [0.0, 0.1, 0.1], [0.0, 0.0, -0.7], [-0.2, 0.1, 0.0], [0.0, -0.2, 0.2], [0.0, 0.0, 0.0], [0.2, -0.2, -0.6], [0.3, 0.2, -0.4], [0.7, -0.4, -1.0], [0.0, -0.1, 0.0], [0.0, 0.0, 0.0], [0.0, 0.1, 0.0], [0.0, 0.0, 0.0], [0.0, 0.0, 0.0], [0.0, 0.0, 0.0], [0.1, 0.0, 0.0], [0.0, 0.0, 0.0], [0.0, 0.0, 0.0], [0.0, -0.1, 0.7], [0.0, 0.1, 0.0], [0.0, 0.0, 0.0], [0.0, 0.0, 0.0], [0.0, 0.0, 0.0]], "mulliken_charge": [2.109, -1.446, 1.109, -1.036, -1.224, 1.194, -1.236, -0.782, -0.246, 0.727, -1.212, 0.336, -0.283, -0.597, -0.351, -0.564, -0.504, 0.357, 0.354, 0.350, 0.175, 0.393, 0.313, 0.245, 0.430, 0.375, 0.366, 0.381, 0.330, -0.456, 0.538, -0.897, -0.542, -1.191, -0.059, 0.808, -0.402, -0.350, 0.051, -0.951, -0.838, 0.255, 0.171, 0.234, 0.532, 0.238, 0.365, 0.403, 0.394, 0.445, 0.331, 0.269, 0.204, 0.163, 0.222]}